This record from the Open Molecules 2025 dataset describes a molecular structure, C9H10BrN3O3Tc. The level of theory is wB97M-V/def2-TZVPD.

```
27
C9H10BrN3O3Tc, DFT wB97M-V/def2-TZVPD
Tc 0.8842 -0.1352 0.2773
N 0.6392 -1.9091 -1.0138
C -0.4656 -2.7988 -0.5141
C -0.9013 -2.3990 0.8784
O -1.4874 -3.0667 1.6538
N -0.5097 -1.0229 1.2057
C -1.0966 -0.3461 2.3341
C -0.0108 0.6387 2.8698
O -0.0541 1.1121 3.9387
O 0.9387 0.8588 1.9044
H 0.4553 -1.6699 -1.9878
H 1.5039 -2.4510 -1.0376
H -0.1684 -3.8438 -0.5101
H -1.3329 -2.7021 -1.1674
H -1.4821 -1.0507 3.0687
H -1.9095 0.3232 2.0289
Br -0.5738 2.6328 -0.5658
C 1.1392 2.4199 -1.3076
C 1.7646 3.4402 -1.9816
C 3.0200 3.1921 -2.5197
C 3.6051 1.9359 -2.3788
C 2.9187 0.9697 -1.6905
N 1.6927 1.2058 -1.1475
H 1.2802 4.4011 -2.0819
H 3.5397 3.9788 -3.0510
H 4.5775 1.7128 -2.7951
H 3.3382 -0.0208 -1.5536
```

Computed properties:
Lowest unoccupied orbital energy (spin up / spin down)   -10.801 / -9.898 eV
Calculated total energy   -3393.11043 hartree
Net charge   +2
2S+1   4

---

This record from the Open Molecules 2025 dataset describes a molecular structure, C4H8N2O at a distorted geometry. The level of theory is wB97M-V/def2-TZVPD.

```
15
C4H8N2O, DFT wB97M-V/def2-TZVPD
C -1.0366 -0.5183 -2.8578
C 0.9433 0.3606 -0.2137
C 0.1676 0.8401 2.3123
C 0.2261 -0.5854 2.2802
H -0.6368 -1.1968 -3.9906
H -0.9650 -1.4981 -2.1012
H -2.0140 0.0935 -2.7866
H 1.8622 1.3878 -0.5655
H -0.7561 1.2719 1.8535
H 0.8270 1.5338 2.9523
H -0.8311 -1.3035 1.9935
H 0.9993 -0.7359 3.0360
N 0.0162 -0.1684 -0.8571
N 1.0411 0.1996 1.1544
O 0.1569 0.3190 -2.2098
```

Computed properties:
Energy relative to the best compared isomer or geometry (same formula, charge and spin)   225.1 kcal per mole
Lowest unoccupied orbital energy   0.968 eV
Calculated total energy   -341.64487 hartree
Net charge   0

---

This record from the Open Molecules 2025 dataset describes a gas-phase ion, C6H10N3S (charge +1) at a distorted geometry. The level of theory is wB97M-V/def2-TZVPD.

```
20
C6H10N3S, DFT wB97M-V/def2-TZVPD
C 1.6440 -1.1375 -0.8525
C 3.7048 -0.5431 -0.0989
C 1.3803 -0.3293 0.2704
C -0.2331 0.2072 0.7751
C -1.0872 0.2842 -1.5985
C -2.5195 0.7342 0.3417
N 2.9865 -1.1792 -1.0698
N -1.1748 0.4802 -0.1375
N -0.4426 0.1212 2.0872
S 2.7398 0.2666 1.0481
H 1.0130 -1.6485 -1.5320
H 4.7559 -0.5093 -0.2457
H -1.1202 -0.8052 -1.9588
H -1.8842 0.7921 -2.0002
H -0.0309 0.4965 -2.0159
H -3.2194 0.9657 -0.4796
H -3.0124 -0.1279 0.9424
H -2.4845 1.4414 1.2373
H 0.3272 -0.0617 2.7469
H -1.3429 0.5525 2.5403
```

Computed properties:
Energy relative to the best compared isomer or geometry (same formula, charge and spin)   39.7 kcal per mole
Lowest unoccupied orbital energy   -3.677 eV
Calculated total energy   -796.77068 hartree
Net charge   +1

---

This record from the Open Molecules 2025 dataset describes a molecular structure, C25H20O2PW. The level of theory is wB97M-V/def2-TZVPD.

```
49
C25H20O2PW, DFT wB97M-V/def2-TZVPD
W -0.1451 2.0914 0.6507
C 0.8557 4.0828 0.6008
C 0.9898 3.7448 1.9832
C 1.7087 2.6051 2.3289
C 2.3352 1.8202 1.3283
C 2.3168 2.2262 -0.0069
C 1.5487 3.3391 -0.3994
H 0.2749 4.9522 0.3149
H 0.5081 4.3482 2.7422
H 1.7815 2.3100 3.3669
H 2.8685 0.9249 1.6156
H 2.8365 1.6538 -0.7647
H 1.5175 3.6499 -1.4350
O -3.9294 2.0618 -1.7902
C -3.4623 1.1284 -1.3883
O -1.7790 2.2213 0.2073
C -3.1805 -0.2012 -1.0162
C -4.3715 -0.9454 -1.1551
C -4.3742 -2.3086 -0.9050
C -3.1954 -2.9223 -0.5324
C -2.0132 -2.1821 -0.4092
C -1.9621 -0.8164 -0.6260
P -0.2475 -0.1651 -0.4398
C 0.7187 -0.8743 -1.7467
C 2.1044 -1.0033 -1.5819
C 2.8732 -1.4984 -2.6194
C 2.2690 -1.8449 -3.8247
C 0.8986 -1.7025 -3.9944
C 0.1149 -1.2198 -2.9582
C 0.1846 -0.6585 1.2469
C -0.4737 0.2135 2.1686
C -0.1261 0.1636 3.5362
C 0.8707 -0.6899 3.9611
C 1.5113 -1.5235 3.0383
C 1.1982 -1.4942 1.6796
H -5.2855 -0.4507 -1.4625
H -5.2907 -2.8729 -1.0126
H -3.1743 -3.9869 -0.3370
H -1.1093 -2.7141 -0.1354
H 2.5833 -0.7382 -0.6462
H 3.9405 -1.6203 -2.4933
H 2.8724 -2.2302 -4.6358
H 0.4375 -1.9721 -4.9347
H -0.9538 -1.1215 -3.1015
H -1.4948 0.5549 1.9518
H -0.6802 0.7645 4.2475
H 1.1331 -0.7491 5.0091
H 2.2687 -2.2149 3.3882
H 1.7275 -2.1352 0.9866
```

Computed properties:
Lowest unoccupied orbital energy   -10.957 eV
Calculated total energy   -1522.53155 hartree
Net charge   +3

---

This record from the Open Molecules 2025 dataset describes a gas-phase ion, C9H23N3OP (charge +1) at a distorted geometry. The level of theory is wB97M-V/def2-TZVPD.

```
37
C9H23N3OP, DFT wB97M-V/def2-TZVPD
C 0.8887 -2.3761 1.0750
P 0.6696 -1.2799 -0.1304
O 1.5741 0.0403 -0.0260
C 2.9202 0.0580 0.3236
N 0.4384 -1.2839 -2.0854
C -0.4535 -2.4285 -2.3564
C 1.6426 -1.3048 -2.7877
N -0.8207 -0.5284 0.1686
C -1.4365 0.4974 -0.6466
C -0.9724 1.8782 -0.3078
N -1.4763 2.0812 1.0948
C -1.1564 3.3420 1.8339
C -0.9238 1.0373 2.1058
C -1.2196 -0.3761 1.5297
H 1.8710 -2.7411 1.3710
H 0.1715 -3.0870 1.1512
H 3.3717 -0.7454 0.9589
H 3.1298 0.8717 0.9627
H 3.6042 -0.0532 -0.4441
H -1.3561 -2.6086 -1.8216
H -0.8232 -2.5705 -3.4319
H 0.1108 -3.2882 -2.2815
H 2.1872 -0.4994 -2.6094
H 2.2332 -2.1370 -2.6670
H 1.3765 -1.2780 -3.7657
H -2.5465 0.2643 -0.4960
H -1.1888 0.0448 -1.5755
H 0.0541 2.0694 -0.1670
H -1.4821 2.6478 -0.7686
H -2.3773 1.8981 0.9877
H -0.1596 3.6476 1.8877
H -1.6880 4.0662 1.1929
H -1.6969 3.4521 2.7377
H -1.6658 1.0757 3.0657
H 0.1201 1.2903 2.2236
H -0.6247 -0.9488 2.2432
H -2.2957 -0.7274 1.4551
```

Computed properties:
Energy relative to the best compared isomer or geometry (same formula, charge and spin)   109.9 kcal per mole
Lowest unoccupied orbital energy   -2.617 eV
Calculated total energy   -937.16893 hartree
Net charge   +1
SMILES   C=[P@@](OC)(N(C)C)N1CC[NH+](C)CC1

---

This record from the Open Molecules 2025 dataset describes a gas-phase ion, C6H11N2 (charge +1) at a distorted geometry. The level of theory is wB97M-V/def2-TZVPD.

```
19
C6H11N2, DFT wB97M-V/def2-TZVPD
C 2.2960 0.0091 -0.2211
C -2.6566 -0.9765 0.9453
C -2.2384 -0.8482 -0.3297
C -0.8270 1.0728 0.0819
C 0.1687 0.5242 1.1035
C 3.4522 -0.2510 -0.9366
N -1.4053 0.1611 -0.8104
N 1.3855 0.1644 0.4827
H -3.4829 -1.6270 1.1232
H -2.3615 -0.2157 1.6458
H -2.6316 -1.3818 -1.2670
H -1.6572 1.3922 0.6340
H -0.5029 1.9874 -0.3603
H 0.3800 1.3003 1.7881
H -0.2170 -0.4364 1.5556
H 4.2229 -0.9722 -0.4973
H 3.9325 0.7155 -1.2017
H 3.1521 -0.4655 -2.0075
H -1.0096 -0.1528 -1.7284
```

Computed properties:
Energy relative to the best compared isomer or geometry (same formula, charge and spin)   63.5 kcal per mole
Lowest unoccupied orbital energy (spin up / spin down)   -3.530 / -7.610 eV
Calculated total energy   -344.24573 hartree
Net charge   +1
2S+1   3

---

This record from the Open Molecules 2025 dataset describes a molecular structure, C27H30N4RuS2 at a distorted geometry. The level of theory is wB97M-V/def2-TZVPD.

```
64
C27H30N4RuS2, DFT wB97M-V/def2-TZVPD
Ru -0.8239 0.0821 -0.2038
C -3.7068 -1.6133 1.1972
N -2.4529 -2.1506 0.7116
C -2.6340 -3.0089 -0.4078
C -1.4494 -2.3361 1.6179
C -0.8736 -3.5676 1.9121
C 0.1639 -3.6257 2.8630
C 0.6637 -2.5374 3.4914
C 0.1045 -1.2931 3.2008
C -0.9870 -1.1431 2.3149
N -1.1838 0.1106 1.7386
C -1.3802 1.3350 2.3186
C -1.7524 1.5850 3.6693
C -1.7388 2.8468 4.1933
C -1.6472 3.9536 3.3588
C -1.3264 3.7997 2.0278
C -1.1714 2.4861 1.5135
N -0.8890 2.3057 0.1330
C 0.3564 3.0287 -0.3238
C -1.9958 2.9558 -0.6220
H -4.3422 -2.4312 1.5714
H -4.1986 -1.1581 0.3533
H -3.5071 -0.9482 2.0686
H -2.9300 -4.0665 -0.0508
H -1.7068 -3.1569 -0.9549
H -3.3816 -2.5555 -1.1326
H -1.2246 -4.4764 1.3849
H 0.6630 -4.5523 3.1159
H 1.4010 -2.6003 4.2929
H 0.4828 -0.3983 3.6847
H -2.0093 0.7283 4.2941
H -1.8353 2.9422 5.2896
H -1.8655 4.9256 3.7756
H -1.2701 4.6903 1.4242
H 0.4084 4.1015 -0.0613
H 0.4294 2.9287 -1.4050
H 1.1790 2.4579 0.1654
H -1.9847 4.0473 -0.5209
H -2.9668 2.5904 -0.2346
H -1.9297 2.6620 -1.7112
C 1.0019 -0.0315 -0.2155
C 2.1968 -0.1884 0.0008
C 3.5635 -0.4736 -0.1220
C 4.1698 -0.5334 -1.4063
C 5.5237 -0.6528 -1.5880
C 6.3440 -0.7794 -0.4539
C 5.7886 -0.8103 0.8401
C 4.4469 -0.6414 1.0018
H 3.4624 -0.4123 -2.2739
H 5.9259 -0.5447 -2.5801
H 7.3964 -0.9555 -0.5652
H 6.4812 -1.0365 1.6851
H 3.9294 -0.6435 1.9694
S -1.8098 0.0670 -2.3097
C -0.8907 -0.0893 -3.7046
N -1.5387 -0.2465 -4.8781
C -0.6163 -0.3065 -6.0608
C 0.7439 0.1038 -5.5793
S 0.8094 -0.2203 -3.7899
H -2.5702 -0.2603 -4.8142
H -0.9904 0.3727 -6.8455
H -0.5526 -1.3402 -6.4678
H 1.0082 1.1704 -5.7690
H 1.4890 -0.4913 -6.1272
```

Computed properties:
Energy relative to the best compared isomer or geometry (same formula, charge and spin)   0.0 kcal per mole
Lowest unoccupied orbital energy (spin up / spin down)   -2.706 / -4.386 eV
Calculated total energy   -2156.70530 hartree
Net charge   +1
2S+1   6

---

This record from the Open Molecules 2025 dataset describes a molecular structure, C3H3O2Sm at a distorted geometry. The level of theory is wB97M-V/def2-TZVPD.

```
9
C3H3O2Sm, DFT wB97M-V/def2-TZVPD
O 1.4444 -0.1503 -0.2823
Sm 3.7176 0.6943 0.0365
O -0.7206 2.4865 -0.1715
C -0.3242 1.3702 -0.1972
C 0.1916 0.1668 0.0606
C -0.8898 -0.9180 0.1199
H -0.9871 -1.4196 -0.8550
H -1.8695 -0.5456 0.4471
H -0.5625 -1.6845 0.8419
```

Computed properties:
Energy relative to the best compared isomer or geometry (same formula, charge and spin)   17.6 kcal per mole
Lowest unoccupied orbital energy (spin up / spin down)   -0.522 / -0.596 eV
Calculated total energy   -924.35812 hartree
Net charge   0
2S+1   8

---

This record from the Open Molecules 2025 dataset describes a molecular structure, C29H32MoSbSe2SiTe2 at a distorted geometry. The level of theory is wB97M-V/def2-TZVPD.

```
68
C29H32MoSbSe2SiTe2, DFT wB97M-V/def2-TZVPD
Mo 0.8588 -1.4942 -0.8891
Se -1.0643 -0.3926 -0.6147
Te -1.3695 1.3233 1.2439
Te 0.8673 0.8303 2.5895
Se 1.9333 -0.8600 0.9932
C 4.0690 -0.3323 -5.0116
C 4.6331 0.3234 -3.7803
C 5.9845 0.6559 -3.7019
C 6.5207 1.2453 -2.5659
C 5.7246 1.5196 -1.4619
C 4.3761 1.1993 -1.4975
C 3.8642 0.6161 -2.6533
Sb 1.8063 0.1938 -2.6623
C 1.7962 -2.0214 -2.9702
C 3.0047 -2.5033 -2.4050
C 3.5066 -3.7489 -2.7391
C 2.8294 -4.5075 -3.6860
C 1.6573 -4.0409 -4.2704
C 1.1094 -2.8097 -3.9288
C -0.1645 -2.3489 -4.5768
C 0.5691 1.3418 -3.9258
C -0.7597 0.9212 -4.0180
C -1.6462 1.6176 -4.8176
C -1.1967 2.7361 -5.5079
C 0.1176 3.1559 -5.3847
C 1.0428 2.4819 -4.5876
C 2.4469 3.0133 -4.4811
H 4.6734 -0.1032 -5.8871
H 3.0475 0.0010 -5.2234
H 4.0535 -1.4200 -4.9025
H 6.6207 0.4530 -4.5547
H 7.5720 1.4995 -2.5451
H 6.1487 1.9894 -0.5849
H 3.7420 1.4255 -0.6476
H 3.5881 -1.8666 -1.7422
H 4.4371 -4.1030 -2.3152
H 3.2250 -5.4692 -3.9886
H 1.1528 -4.6449 -5.0143
H -0.6107 -3.1383 -5.1772
H 0.0241 -1.4965 -5.2329
H -0.8971 -2.0407 -3.8300
H -1.1094 0.0487 -3.4872
H -2.6737 1.2914 -4.9040
H -1.8776 3.2905 -6.1398
H 0.4447 4.0425 -5.9130
H 2.4914 4.0257 -4.8745
H 3.1416 2.4091 -5.0674
H 2.8011 3.0388 -3.4504
C 0.2533 -3.9401 -0.6882
Si 0.9721 -3.6050 1.0285
C 2.7025 -4.1750 1.2117
C -0.1775 -3.4235 2.3935
C -1.5553 -3.2797 2.1529
C -2.4352 -3.1904 3.2142
C -1.9529 -3.2410 4.5191
C -0.5928 -3.3779 4.7709
C 0.2974 -3.4709 3.7156
H 0.9624 -4.4261 -1.3600
H -0.3475 -3.1669 -1.2435
H -0.5632 -4.6592 -0.5343
H 2.7034 -5.2697 1.2672
H 3.1621 -3.8073 2.1298
H 3.3176 -3.8741 0.3638
H -1.9443 -3.2485 1.1401
H -3.4971 -3.0946 3.0320
H -2.6468 -3.1817 5.3473
H -0.2293 -3.4240 5.7883
H 1.3545 -3.5924 3.9214
```

Computed properties:
Energy relative to the best compared isomer or geometry (same formula, charge and spin)   0.0 kcal per mole
Lowest unoccupied orbital energy (spin up / spin down)   -10.567 / -10.582 eV
Calculated total energy   -7060.11343 hartree
Net charge   +3

---

net charge of number 4 (C25H20O2PW)?
+3

---

Among the records above, which one has the lowest calculated total energy?
C29H32MoSbSe2SiTe2

---

Repeat the sixth record exactly.
This record from the Open Molecules 2025 dataset describes a gas-phase ion, C6H11N2 (charge +1) at a distorted geometry. The level of theory is wB97M-V/def2-TZVPD.

```
19
C6H11N2, DFT wB97M-V/def2-TZVPD
C 2.2960 0.0091 -0.2211
C -2.6566 -0.9765 0.9453
C -2.2384 -0.8482 -0.3297
C -0.8270 1.0728 0.0819
C 0.1687 0.5242 1.1035
C 3.4522 -0.2510 -0.9366
N -1.4053 0.1611 -0.8104
N 1.3855 0.1644 0.4827
H -3.4829 -1.6270 1.1232
H -2.3615 -0.2157 1.6458
H -2.6316 -1.3818 -1.2670
H -1.6572 1.3922 0.6340
H -0.5029 1.9874 -0.3603
H 0.3800 1.3003 1.7881
H -0.2170 -0.4364 1.5556
H 4.2229 -0.9722 -0.4973
H 3.9325 0.7155 -1.2017
H 3.1521 -0.4655 -2.0075
H -1.0096 -0.1528 -1.7284
```

Computed properties:
Energy relative to the best compared isomer or geometry (same formula, charge and spin)   63.5 kcal per mole
Lowest unoccupied orbital energy (spin up / spin down)   -3.530 / -7.610 eV
Calculated total energy   -344.24573 hartree
Net charge   +1
2S+1   3